Formula: C36H73N4O6
Source: the Open Molecules 2025 dataset
Level of theory: the ωB97M-V functional and the def2-TZVPD basis

Summary:
HOMO-LUMO gap = 1.38 eV
Total charge = +3
LUMO energy = -9.5 eV
ΔE to the lowest compared entry with this formula, charge and spin = 180.0 kcal/mol

Element x y z (Å)
1 C -16.52978 8.53804 12.39535
2 C -17.32556 9.83497 12.19704
3 C -16.79602 10.62103 10.95884
4 C -17.31959 10.19514 9.57396
5 C -18.85139 10.04577 9.60200
6 C -19.37586 9.01396 10.65114
7 N -18.77291 9.44690 12.00758
8 O -19.42483 9.09488 13.17409
9 C -18.94296 7.54610 10.39208
10 C -20.84749 9.23179 10.61900
11 C -17.35145 10.84015 13.36654
12 H -15.90691 8.28411 11.53765
13 H -17.02453 7.59472 12.62657
14 H -15.76132 8.75986 13.13586
15 H -15.70962 10.68119 11.02385
16 H -17.04822 11.66540 11.14264
17 H -16.71203 9.32383 9.32944
18 H -17.11570 10.97212 8.83719
19 H -19.19142 9.68662 8.63066
20 H -19.33006 11.02491 9.58573
21 H -19.45409 7.20025 9.49362
22 H -19.25910 6.88980 11.20289
23 H -17.87840 7.35563 10.25588
24 H -21.28857 9.01274 9.64660
25 H -21.02994 10.22472 11.02997
26 H -21.27159 8.53075 11.33787
27 H -18.06233 11.65189 13.21219
28 H -16.40341 11.30134 13.64335
29 H -17.68579 10.46944 14.33551
30 C -19.30364 15.20865 24.47331
31 C -19.82465 14.37025 25.73838
32 C -20.94583 13.41176 25.21240
33 C -20.86646 12.01986 25.90767
34 C -19.45048 11.40044 25.73655
35 C -18.38855 12.22076 26.51581
36 N -18.52289 13.67107 26.16116
37 O -17.35451 14.39043 26.27363
38 C -17.02987 11.59187 26.10542
39 C -18.58509 12.26478 28.04903
40 C -20.27713 15.34489 26.90615
41 H -19.04769 14.47310 23.71072
42 H -18.47568 15.89996 24.63037
43 H -20.03267 15.93046 24.10504
44 H -20.98238 13.14443 24.15632
45 H -21.89322 13.93087 25.35760
46 H -21.68354 11.36049 25.61494
47 H -21.17985 12.14080 26.94462
48 H -19.25173 11.41992 24.66500
49 H -19.49459 10.47059 26.30358
50 H -16.85385 11.33276 25.06140
51 H -17.05492 10.72221 26.76206
52 H -16.11229 12.09269 26.41419
53 H -17.60143 12.26823 28.51859
54 H -19.08586 11.39831 28.48096
55 H -19.08080 13.16052 28.42322
56 H -20.88653 14.90250 27.69420
57 H -20.95839 16.10111 26.51614
58 H -19.53403 15.91242 27.46633
59 C -18.88077 15.95402 17.33773
60 C -19.04604 17.42591 17.04577
61 C -18.72462 18.17275 18.39994
62 C -17.18237 18.37939 18.52274
63 C -16.46855 18.85486 17.29215
64 C -16.60359 18.02770 16.14135
65 N -18.10865 17.93445 15.93157
66 O -18.75434 18.79180 15.03686
67 C -15.98545 16.66114 16.33662
68 C -15.97582 18.74261 14.94032
69 C -20.58900 17.79600 16.76449
70 H -19.79969 15.65286 17.84069
71 H -18.03911 15.64907 17.95959
72 H -18.98576 15.43054 16.38745
73 H -19.04747 17.62978 19.28822
74 H -19.22035 19.14018 18.48012
75 H -16.67574 17.56157 19.03516
76 H -17.13508 19.07734 19.35865
77 H -15.42643 19.06001 17.53708
78 H -16.76272 19.89456 17.14865
79 H -14.89702 16.68326 16.39085
80 H -16.38336 15.93605 15.62668
81 H -16.06738 16.30451 17.36337
82 H -16.04253 18.16456 14.01863
83 H -14.91407 18.98888 14.95279
84 H -16.44418 19.69568 14.69460
85 H -20.69449 18.88087 16.76849
86 H -21.13876 17.26587 17.54220
87 H -20.85586 17.42945 15.77327
88 C -12.20497 0.76124 16.67475
89 C -12.21647 2.30870 17.01381
90 C -11.28939 3.09979 16.17297
91 N -11.33250 4.64531 16.57876
92 C -9.98007 5.22718 16.13081
93 C -12.57218 5.34432 15.88917
94 C -13.22080 6.11761 17.02544
95 C -12.84811 5.58052 18.40418
96 C -11.44869 5.03288 18.11856
97 H -11.20893 0.34380 16.52728
98 H -12.75344 0.39484 15.80698
99 H -12.20100 0.13924 17.56985
100 H -12.09880 2.34856 18.09670
101 H -13.17108 2.78593 16.79228
102 H -11.53403 3.17905 15.11375
103 H -10.24402 2.79121 16.18185
104 H -9.77574 5.09663 15.06813
105 H -9.33267 4.58877 16.73199
106 H -10.03556 6.29350 16.34987
107 H -12.34890 5.96137 15.01883
108 H -13.20318 4.50287 15.60298
109 H -12.93021 7.16720 16.98042
110 H -14.30009 6.21508 16.90829
111 H -12.94576 6.31187 19.20649
112 H -13.39998 4.76232 18.86687
113 H -10.85558 5.92066 18.33804
114 H -11.09454 4.23829 18.77530
115 O -16.11895 10.32033 21.14368
116 C -17.16663 10.79728 20.44008
117 O -17.32588 10.23340 19.40249
118 O -17.74490 11.81991 20.83392
119 H -15.88330 9.78285 20.38396



Formula: C4H4O2
Source: the Open Molecules 2025 dataset
Level of theory: the ωB97M-V functional and the def2-TZVPD basis

Summary:
HOMO-LUMO gap = 11.27 eV
LUMO energy = 0.7 eV
ΔE to the lowest compared entry with this formula, charge and spin = 40.7 kcal/mol
Structure (SMILES) = C#CC(=O)OC

Element x y z (Å)
1 C -1.84518 0.21920 -0.03197
2 O -0.55776 0.59340 -0.54600
3 C 0.41246 0.19564 0.27918
4 O 0.21653 -0.26975 1.37638
5 C 1.75134 0.19983 -0.28299
6 C 2.80167 -0.35848 -0.47483
7 H -2.58036 0.55334 -0.76095
8 H -1.87695 -0.86841 0.08536
9 H -2.00913 0.67383 0.94743
10 H 3.68737 -0.93860 -0.59160